Arrangement i

DFT (the ωB97M-V functional and the def2-TZVPD basis) results for a 2-piece molecular cluster, C21H21NO3 overall.

ORCA input file:
```
! wB97M-V def2-TZVPD RIJCOSX def2/J DEFGRID3
* xyz 0 1
C -4.69789 -1.99964 -3.90774
O -4.17330 -3.00693 -3.02370
C -3.17891 -2.67776 -2.14601
C -2.63869 -1.37587 -1.94415
C -1.74075 -1.16862 -0.91421
C -1.36449 -2.21524 -0.02981
C -0.61749 -1.91309 1.17245
C -0.90686 -0.87621 1.99944
C -0.03453 -0.43543 3.12981
O 0.97705 -0.98549 3.54599
C -0.64859 0.81281 3.67311
C -0.23533 1.66060 4.70201
C -1.07325 2.72924 5.05715
C -2.29101 2.96633 4.37228
C -2.67627 2.13311 3.31737
C -1.84780 1.06670 2.99470
C -2.10884 0.00682 1.98649
O -3.14513 -0.09435 1.34317
C -1.76562 -3.52905 -0.35654
C -2.65927 -3.76288 -1.38071
H -5.38220 -2.55315 -4.56146
H -5.25177 -1.23052 -3.34785
H -3.89850 -1.53420 -4.50486
H -2.94891 -0.53312 -2.58379
H -1.31749 -0.17098 -0.76955
H 0.27096 -2.49416 1.41063
H 0.71487 1.47773 5.20345
H -0.79297 3.38910 5.88209
H -2.93973 3.79427 4.67285
H -3.59702 2.28383 2.75137
H -1.39320 -4.34931 0.26463
H -2.99743 -4.76854 -1.62383
C 3.05678 -4.85790 3.43616
C 2.78897 -5.71600 2.17770
C 1.54049 -5.12969 1.49515
N 1.08516 -3.99498 2.30439
C 1.95201 -3.79381 3.47521
H 2.97452 -5.46801 4.33790
H 4.04511 -4.39431 3.40805
H 3.64659 -5.69707 1.50335
H 2.58713 -6.74853 2.46756
H 1.78986 -4.77411 0.48671
H 0.72827 -5.86432 1.39710
H 0.11550 -4.08702 2.58473
H 1.34533 -3.85929 4.39017
H 2.35578 -2.77780 3.43342
*
```

Properties
**M**: 335.403 g/mol
**SMILES**: COc1ccc(C=C2C(=O)c3ccccc3C2=O)cc1.C1CCNC1


Arrangement ii

DFT (the ωB97M-V functional and the def2-TZVPD basis) results for one molecule with the formula C21H21NO3.

ORCA input file:
```
! wB97M-V def2-TZVPD RIJCOSX def2/J DEFGRID3
* xyz 0 1
O 2.28842 1.34861 0.96517
C 1.30391 0.76845 0.43104
O 0.04949 1.35167 0.36301
C -0.14938 2.66030 0.98089
C 0.14174 2.51068 2.51460
N -1.00356 2.94288 3.33433
C -2.19554 2.12766 3.23816
C -2.59593 2.08742 1.67997
C -1.66466 3.02275 0.81795
C -1.87828 4.44224 1.42650
C -1.39505 4.32561 2.95886
C 1.70732 -0.47375 -0.28116
C 2.71118 -0.63608 -1.23263
C 3.59163 0.55520 -1.67463
C 4.42456 0.31986 -2.92818
C 4.66522 -0.93578 -3.39031
C 3.97592 -2.05590 -2.65928
C 3.05020 -1.94823 -1.73310
O 2.37414 -3.08434 -1.33082
C 1.37917 -2.95379 -0.38344
C 0.73408 -4.20534 -0.00282
C -0.17853 -4.11034 1.06116
C -0.32714 -2.87124 1.71821
C 0.09032 -1.69314 1.26287
C 1.03973 -1.67844 0.15158
H 0.56298 3.45212 0.55815
H 0.30693 1.44957 2.86437
H 1.09488 2.88634 2.89272
H -1.83488 1.06159 3.47508
H -3.07004 2.52534 3.79961
H -2.43926 1.03542 1.33410
H -3.63900 2.44866 1.54333
H -1.80536 2.78039 -0.30066
H -2.99014 4.71888 1.45024
H -1.37663 5.26992 0.89694
H -2.20439 4.62794 3.64442
H -0.55768 5.00507 3.19652
H 4.23459 0.78114 -0.83451
H 2.97064 1.44559 -1.93044
H 4.68184 1.21190 -3.47191
H 5.10682 -1.32086 -4.31476
H 4.22854 -3.04578 -2.96595
H 0.94862 -5.17373 -0.41240
H -0.63291 -4.97109 1.38524
H -1.08217 -2.86592 2.51031
H -0.30022 -0.79732 1.73381
*
```

Properties
**M**: 335.403 g/mol
**SMILES**: O=C(O[C@@H]1CN2CCC1CC2)C1=C2CC=CC=C2Oc2ccccc21


Among the structures above, stability is smallest for arrangement ii.